No. 1
Density functional theory data (ωB97M-V with the def2-TZVPD basis set) for C4H8N4 in the gas phase at a distorted geometry.

Output
- Kohn-Sham gap (eV) = 8.346
- relative energy (zero: lowest compared OMol25 entry of this formula, charge and spin) (eV) = 3.159
- structure (SMILES) = CNc1nccn1N
- net charge = 0

Geometry as XYZ:
```
16
Properties=species:S:1:pos:R:3:nbo_charge:R:1
C 2.3565 0.1364 0.1745 -0.432
N 1.1539 -0.0876 -0.6912 -0.626
C 0.1040 0.6875 -0.3311 0.574
N -0.2448 1.8569 -0.0768 -0.510
C -1.5951 1.8919 0.3207 -0.102
C -2.2002 0.6693 0.2064 -0.114
N -1.2985 -0.2276 -0.4013 -0.305
N -1.2344 -1.5771 -0.4069 -0.642
H 2.3580 -0.6099 1.0750 0.195
H 3.3312 0.1230 -0.4787 0.212
H 2.1321 1.2209 0.4536 0.230
H 0.8457 -1.0516 -0.7623 0.402
H -2.0041 2.8384 0.5922 0.210
H -3.2734 0.5144 0.0945 0.210
H -2.2166 -1.8603 -0.5933 0.365
H -0.9637 -1.9320 0.4713 0.335
```

=====

No. 2
Density functional theory data (ωB97M-V with the def2-TZVPD basis set) for C4H8N4 in the gas phase at a distorted geometry.

Output
- Kohn-Sham gap (alpha / beta) (eV) = 8.907 / 8.907
- relative energy (zero: lowest compared OMol25 entry of this formula, charge and spin) (eV) = 5.031
- structure (SMILES) = C=C/N=N\C(C)=N\N
- net charge = 0

Geometry as XYZ:
```
16
Properties=species:S:1:pos:R:3:nbo_charge:R:1
C 0.3325 -0.4164 2.0296 -0.462
C -0.1838 -1.1896 1.0611 -0.129
N 0.5944 -2.1351 0.1026 -0.080
N 0.6886 -1.6152 -0.9920 -0.119
C 0.1124 -0.2819 -0.8673 0.251
C 1.1688 0.7956 -0.8576 -0.688
N -1.1114 -0.1506 -1.2932 -0.218
N -1.8058 0.9408 -0.9174 -0.642
H -0.1917 -0.2652 2.9598 0.213
H 1.3073 0.0345 1.9330 0.192
H -1.1586 -1.6358 1.1952 0.214
H 1.2109 1.2915 -1.8337 0.240
H 2.1497 0.3917 -0.5983 0.242
H 0.9082 1.5466 -0.1049 0.219
H -1.2986 1.7105 -0.4760 0.369
H -2.7227 0.9785 -1.3407 0.396
```

=====

No. 3
Density functional theory data (ωB97M-V with the def2-TZVPD basis set) for C4H8N4 in the gas phase at a distorted geometry.

Output
- Kohn-Sham gap (eV) = 9.515
- relative energy (zero: lowest compared OMol25 entry of this formula, charge and spin) (eV) = 4.023
- structure (SMILES) = [H]/N=C\N(/C=N/[H])/C=N/C
- net charge = 0

Geometry as XYZ:
```
16
Properties=species:S:1:pos:R:3:nbo_charge:R:1
H 1.1746 -1.1053 1.5447 0.367
N 0.6071 -1.9140 1.6249 -0.602
C -0.4050 -1.7200 0.8198 0.242
N -0.7636 -0.4894 0.1227 -0.469
C -1.8522 -0.7005 -0.7191 0.301
N -2.2980 0.0512 -1.7653 -0.730
H -3.3563 0.0009 -2.0798 0.383
C 0.0818 0.5093 -0.1766 0.262
N 1.3354 0.6578 0.2786 -0.484
C 2.2086 1.6610 0.1617 -0.429
H -0.9459 -2.7388 0.4447 0.192
H -2.4041 -1.4801 -0.4499 0.157
H -0.6134 1.2479 -0.6260 0.195
H 2.1614 2.2317 1.1780 0.208
H 1.7755 2.4853 -0.5183 0.179
H 3.2942 1.3029 0.1598 0.226
```

=====

No. 4
Density functional theory data (ωB97M-V with the def2-TZVPD basis set) for a molecular structure, C4H8N4 at a distorted geometry.

Output
- Kohn-Sham gap (eV) = 8.216
- relative energy (zero: lowest compared OMol25 entry of this formula, charge and spin) (eV) = 9.656
- net charge = 0

Geometry as XYZ:
```
16
Properties=species:S:1:pos:R:3:nbo_charge:R:1
C -1.6858 -0.7725 0.1226 -0.326
C -0.2605 -0.0706 -0.1863 0.424
C 1.3142 1.1942 -0.1456 -0.342
C 1.9315 -0.1534 0.0330 0.428
H -2.1502 1.3771 -0.4152 0.400
H -3.9588 -0.0029 1.2340 0.228
H -1.4410 -1.4898 -0.7472 0.175
H -1.9757 -1.3377 1.1641 0.251
H 1.5247 1.7788 0.7632 0.228
H 1.6222 1.7198 -1.1297 0.236
H 3.6574 -0.0655 0.8522 0.356
H 0.6519 -1.9062 -0.8585 0.433
N -2.8441 0.0540 -0.2006 -0.720
N -0.1079 1.2402 -0.0855 -0.504
N 2.9716 -0.7272 0.1391 -0.607
N 0.7504 -0.8382 -0.5397 -0.661
```

=====

No. 5
Density functional theory data (ωB97M-V with the def2-TZVPD basis set) for C4H8N4O in the gas phase at a distorted geometry.

Output
- Kohn-Sham gap (eV) = 8.731
- relative energy (zero: lowest compared OMol25 entry of this formula, charge and spin) (eV) = 2.738
- structure (SMILES) = [H]/N=C/C(N)(N)C(N)=C=O
- net charge = 0

Geometry as XYZ:
```
17
Properties=species:S:1:pos:R:3:nbo_charge:R:1
H 2.3085 2.4357 -0.6430 0.348
N 1.5236 2.0645 -0.0920 -0.633
C 1.0516 1.0075 -0.6738 0.116
C -0.2517 0.2742 -0.1399 0.192
N -1.2478 0.2925 -1.1805 -0.828
N -0.8505 1.0648 0.9132 -0.833
C 0.1034 -1.1373 0.2937 -0.174
N -0.9332 -2.0732 0.4629 -0.818
C 1.3590 -1.5091 0.3555 0.660
O 2.4671 -1.8971 0.4235 -0.450
H 1.4914 0.6324 -1.6150 0.172
H -1.6571 -0.6428 -1.2210 0.379
H -2.0052 0.8906 -0.8618 0.368
H -0.0997 1.2599 1.5838 0.371
H -0.9935 2.0002 0.5236 0.362
H -0.6055 -2.9766 0.8027 0.383
H -1.6603 -1.6863 1.0682 0.385
```

=====

No. 6
Density functional theory data (ωB97M-V with the def2-TZVPD basis set) for C4H8N4O in the gas phase at a distorted geometry.

Output
- Kohn-Sham gap (eV) = 9.722
- relative energy (zero: lowest compared OMol25 entry of this formula, charge and spin) (eV) = 4.275
- structure (SMILES) = C=NN(C)C(=O)/C=N/N
- net charge = 0

Geometry as XYZ:
```
17
Properties=species:S:1:pos:R:3:nbo_charge:R:1
C -0.1460 1.9411 -0.1717 -0.021
N -0.7142 1.0539 0.5350 -0.283
N -1.1856 -0.0375 -0.2463 -0.334
C -2.5659 -0.1097 0.0168 -0.414
C -0.4447 -1.1685 0.0109 0.631
O -0.8630 -2.3053 -0.0228 -0.574
C 1.0708 -1.0709 0.0482 -0.095
N 1.7747 -0.0042 -0.1085 -0.192
N 3.0579 -0.2149 -0.0326 -0.600
H 0.4567 2.7832 0.2704 0.196
H -0.2171 1.7766 -1.2228 0.172
H -3.0597 0.7728 -0.4731 0.195
H -2.8444 -0.0244 1.0448 0.200
H -2.9817 -0.9821 -0.3862 0.227
H 1.6401 -2.1172 0.0969 0.173
H 3.3653 -0.9217 0.5813 0.350
H 3.6566 0.6287 0.0599 0.368
```

=====

No. 7
Density functional theory data (ωB97M-V with the def2-TZVPD basis set) for 2 unconnected molecules or ions with the total composition C4H8N4O4Si at a distorted geometry.

Output
- Kohn-Sham gap (eV) = 10.124
- structure (SMILES) = C=NO[SiH](ON=C)ON=C.C#[N+][O-]
- net charge = 0

Geometry as XYZ:
```
21
Properties=species:S:1:pos:R:3:nbo_charge:R:1
C 0.3801 -2.9534 -0.2550 -0.165
N -0.8823 -2.8219 -0.2947 -0.072
O -1.4454 -1.6166 -0.1254 -0.729
Si -0.7168 -0.1224 -0.2391 2.024
O 0.3501 -0.0754 -1.5254 -0.738
N 1.0566 0.9055 -2.1377 -0.062
C 0.9514 2.0866 -1.7041 -0.164
O -1.9229 1.0338 -0.3458 -0.775
N -3.1828 1.2121 0.2464 -0.053
C -3.4917 0.4325 1.1807 -0.141
H 0.8859 -3.8439 -0.4063 0.188
H 1.2064 -2.2442 -0.2974 0.187
H 0.1213 0.0314 0.9243 -0.274
H 1.4978 2.8961 -2.2587 0.199
H 0.2068 2.4996 -1.0083 0.182
H -4.4749 0.5883 1.4170 0.197
H -2.9202 -0.4370 1.5615 0.190
C 2.8846 1.2482 1.5576 -0.093
N 3.1215 0.2296 1.0256 0.214
O 3.1425 -0.5802 0.1785 -0.338
H 3.2320 1.5312 2.5064 0.224
```

=====

No. 8
Density functional theory data (ωB97M-V with the def2-TZVPD basis set) for 3 unconnected molecules or ions with the total composition C4H8N8O3 at a distorted geometry.

Output
- Kohn-Sham gap (alpha / beta) (eV) = 4.084 / 7.439
- multiplicity = 3
- net charge = +2
- ⟨S²⟩ = 2.009

Geometry as XYZ:
```
23
Properties=species:S:1:pos:R:3:nbo_charge:R:1
C -8.7477 -1.4743 -0.6105 -0.064
C -8.3578 -0.1653 -0.0860 0.149
C 7.9682 0.1236 -1.0656 0.597
C 7.1021 -0.7756 0.8711 0.296
N -8.0161 -2.3281 0.0575 -0.002
N -7.4930 -0.3725 0.8753 -0.021
N -8.9179 1.0730 -0.4920 -0.221
N 6.3108 -1.4112 0.2471 0.064
N 7.3477 -0.4413 -1.8753 -0.554
N 7.5759 -0.2865 1.9877 -0.719
N -8.6513 2.2470 -0.0959 0.313
N 8.7348 0.9855 -0.4867 -0.779
O -7.7802 2.4457 0.8240 -0.366
O -7.2575 -1.6703 0.9595 -0.050
O 5.9373 -1.6062 -0.8392 -0.121
H -9.2422 -1.7596 -1.4363 0.248
H -7.8674 3.4438 1.0562 0.555
H 7.1728 -0.8998 -2.7567 0.479
H 7.0225 0.3531 2.3709 0.415
H 8.3549 -0.8850 2.4755 0.458
H 9.4187 1.3245 -1.1321 0.427
H -9.4626 0.9295 -1.3163 0.459
H 8.8479 1.1499 0.4678 0.437
```

=====

No. 9
Density functional theory data (ωB97M-V with the def2-TZVPD basis set) for 2 unconnected molecules or ions with the total composition C4H8NO at a distorted geometry.

Output
- Kohn-Sham gap (eV) = 7.030
- relative energy (zero: lowest compared OMol25 entry of this formula, charge and spin) (eV) = 0.000
- net charge = -1

Geometry as XYZ:
```
14
Properties=species:S:1:pos:R:3:nbo_charge:R:1
C -1.2665 -1.5343 -2.2275 -0.191
O -0.6491 -0.6162 -1.4243 -1.003
H -1.8653 -2.2906 -1.6623 0.083
H -1.9747 -1.0535 -2.9390 0.087
H -0.5563 -2.1355 -2.8423 0.084
C 0.0285 0.3549 1.2327 -0.058
C -0.4457 0.2533 2.4778 -0.470
C 1.5106 1.1489 -0.2646 -0.053
N 1.2810 0.9349 0.9663 -0.478
H -0.5153 -0.0745 0.3636 0.276
H 0.1418 0.6240 3.3133 0.175
H -1.4264 -0.1666 2.6520 0.186
H 2.4793 1.5390 -0.5709 0.134
H 0.7623 0.8897 -1.0245 0.228
```

=====

No. 10
Density functional theory data (ωB97M-V with the def2-TZVPD basis set) for 2 unconnected molecules or ions with the total composition C4H8NO at a distorted geometry.

Output
- Kohn-Sham gap (eV) = 9.182
- relative energy (zero: lowest compared OMol25 entry of this formula, charge and spin) (eV) = 4.612
- net charge = +1

Geometry as XYZ:
```
14
Properties=species:S:1:pos:R:3:nbo_charge:R:1
C -3.1753 0.6346 0.0259 -0.050
C -2.1550 0.1291 -0.3552 -0.176
C 0.7252 0.6123 -0.5037 -0.359
C -1.0375 -0.6322 -0.4528 0.146
N 1.6821 -0.1862 0.2123 -0.704
O -0.7759 -1.3873 0.6794 -0.685
H -4.1262 1.0634 0.1378 0.255
H 0.2319 1.4875 -0.0701 0.256
H 0.5847 0.4789 -1.6126 0.243
H -0.7277 -0.9897 -1.3770 0.216
H 2.2889 -0.7764 -0.4542 0.458
H 1.1790 -1.0139 0.6611 0.450
H 2.1858 0.2325 0.9284 0.444
H -1.3313 -1.2668 1.3693 0.507
```

=====

Repeat the second record exactly.
Density functional theory data (ωB97M-V with the def2-TZVPD basis set) for C4H8N4 in the gas phase at a distorted geometry.

Output
- Kohn-Sham gap (alpha / beta) (eV) = 8.907 / 8.907
- relative energy (zero: lowest compared OMol25 entry of this formula, charge and spin) (eV) = 5.031
- structure (SMILES) = C=C/N=N\C(C)=N\N
- net charge = 0

Geometry as XYZ:
```
16
Properties=species:S:1:pos:R:3:nbo_charge:R:1
C 0.3325 -0.4164 2.0296 -0.462
C -0.1838 -1.1896 1.0611 -0.129
N 0.5944 -2.1351 0.1026 -0.080
N 0.6886 -1.6152 -0.9920 -0.119
C 0.1124 -0.2819 -0.8673 0.251
C 1.1688 0.7956 -0.8576 -0.688
N -1.1114 -0.1506 -1.2932 -0.218
N -1.8058 0.9408 -0.9174 -0.642
H -0.1917 -0.2652 2.9598 0.213
H 1.3073 0.0345 1.9330 0.192
H -1.1586 -1.6358 1.1952 0.214
H 1.2109 1.2915 -1.8337 0.240
H 2.1497 0.3917 -0.5983 0.242
H 0.9082 1.5466 -0.1049 0.219
H -1.2986 1.7105 -0.4760 0.369
H -2.7227 0.9785 -1.3407 0.396
```

=====

- Among the records above, which one has the highest net charge?
  C4H8N8O3